(1)
DFT (wB97M-V/def2-TZVPD) results for a cluster of 2 separate species, H3NO3S in total.

Output
Lowest unoccupied orbital energy ... 0.0 eV
Gap between HOMO and LUMO ... 10.5 eV
Energy above the lowest of the compared OMol25 structures with the same formula, charge and spin ... 402.9 kJ/mol

Structure (ORCA input):
```
! wB97M-V def2-TZVPD RIJCOSX def2/J DEFGRID3
* xyz 0 1
N -0.60 -1.71 1.43
O 0.79 0.13 -1.06
O 0.13 1.24 -0.49
O 0.12 -2.94 -0.40
S 0.57 -2.01 0.53
H 0.53 1.23 0.41
H -0.23 -1.10 2.17
H 0.40 -0.16 -1.86
*
```


(2)
DFT (wB97M-V/def2-TZVPD) results for a cluster of 2 separate species, H3O2 in total.

Output
Lowest unoccupied orbital energy ... 5.7 eV
Gap between HOMO and LUMO ... 8.5 eV
Energy above the lowest of the compared OMol25 structures with the same formula, charge and spin ... 19.9 kJ/mol

Structure (ORCA input):
```
! wB97M-V def2-TZVPD RIJCOSX def2/J DEFGRID3
* xyz -1 1
O -1.09 0.43 0.32
H -1.46 0.45 1.23
O 1.29 -0.31 -0.51
H 0.63 -0.85 -0.98
H 0.62 0.29 -0.07
*
```


(3)
DFT (wB97M-V/def2-TZVPD) results for an isolated molecule of C5H11NS.

Output
Lowest unoccupied orbital energy ... 0.8 eV
Structure (SMILES) ... CS/C(C)=C\CN
Gap between HOMO and LUMO ... 9.3 eV
Energy above the lowest of the compared OMol25 structures with the same formula, charge and spin ... 267.6 kJ/mol

Structure (ORCA input):
```
! wB97M-V def2-TZVPD RIJCOSX def2/J DEFGRID3
* xyz 0 1
C 0.76 1.89 1.41
S -0.28 1.47 -0.05
C -0.50 -0.28 0.54
C -0.75 -0.45 2.10
C -0.30 -1.38 -0.20
C 0.00 -1.02 -1.71
N 0.98 -1.95 -2.29
H 1.87 1.66 1.43
H 0.16 1.92 2.44
H 0.90 2.96 1.35
H -1.23 -1.40 2.20
H 0.19 -0.38 2.78
H -1.62 0.11 2.22
H -0.23 -2.50 0.32
H 0.27 0.04 -1.76
H -0.91 -1.19 -2.22
H 1.75 -1.99 -1.54
H 1.29 -1.72 -3.32
*
```


(4)
DFT (wB97M-V/def2-TZVPD) results for a cluster of 2 separate species, C5H14 in total.

Output
Lowest unoccupied orbital energy ... 1.1 eV
Structure (SMILES) ... CCC.CC
Gap between HOMO and LUMO ... 12.1 eV
Energy above the lowest of the compared OMol25 structures with the same formula, charge and spin ... 154.8 kJ/mol

Structure (ORCA input):
```
! wB97M-V def2-TZVPD RIJCOSX def2/J DEFGRID3
* xyz 0 1
C 0.07 2.38 -0.11
C -0.87 1.19 -0.38
C -2.30 1.65 -0.92
H -0.33 3.22 0.41
H 0.73 2.73 -1.15
H 0.83 2.19 0.57
H -0.46 0.46 -1.11
H -1.09 0.51 0.55
H -2.71 2.40 -0.41
H -2.22 1.96 -2.00
H -3.05 0.86 -0.94
C 1.53 -1.70 0.54
C 1.47 -3.19 0.84
H 2.46 -1.26 0.72
H 1.09 -1.33 -0.48
H 0.75 -1.27 1.18
H 2.30 -3.72 0.29
H 0.45 -3.62 0.53
H 1.38 -3.45 1.88
*
```


(5)
DFT (wB97M-V/def2-TZVPD) results for a cluster of 2 separate species, C3H7NO2 in total.

Output
Lowest unoccupied orbital energy ... 0.7 eV
Structure (SMILES) ... C=CO.NC=O
Gap between HOMO and LUMO ... 10.2 eV
Energy above the lowest of the compared OMol25 structures with the same formula, charge and spin ... 307.0 kJ/mol

Structure (ORCA input):
```
! wB97M-V def2-TZVPD RIJCOSX def2/J DEFGRID3
* xyz 0 1
C 1.44 -1.93 0.28
C 1.62 -1.13 1.43
O 1.90 0.27 1.21
H 1.75 -1.37 -0.65
H 1.27 -3.01 0.43
H 2.03 -1.53 2.35
H 2.70 0.52 1.54
N -1.95 0.72 -1.07
C -2.51 1.95 -1.17
O -2.65 2.47 -2.24
H -1.45 0.26 -1.87
H -1.77 0.29 -0.12
H -2.39 2.49 -0.14
*
```


(6)
DFT (wB97M-V/def2-TZVPD) results for an isolated molecule of C7H5F4I.

Output
Lowest unoccupied orbital energy (alpha / beta) ... -0.6 / -1.7 eV
Gap between HOMO and LUMO (alpha / beta) ... 8.7 / 6.5 eV
Energy above the lowest of the compared OMol25 structures with the same formula, charge and spin ... 495.4 kJ/mol

Structure (ORCA input):
```
! wB97M-V def2-TZVPD RIJCOSX def2/J DEFGRID3
* xyz 0 1
C -0.70 0.86 1.79
C -0.75 1.95 0.90
C -0.13 -0.31 1.60
C -0.31 2.02 -0.36
C 0.76 -0.94 0.46
C -0.01 -1.15 -0.85
C 0.67 -1.14 -2.11
F -1.31 3.15 1.53
F -0.24 -1.29 2.57
F -0.51 3.00 -1.18
F 1.83 -0.04 0.22
I -2.02 -1.61 -0.74
H -1.20 0.95 2.75
H 1.29 -1.86 0.83
H 0.13 -1.44 -3.01
H 1.36 -2.04 -2.14
H 1.14 -0.12 -2.25
*
```


(7)
DFT (wB97M-V/def2-TZVPD) results for a cluster of 2 separate species, C5H13NO in total.

Output
Lowest unoccupied orbital energy ... 0.9 eV
Structure (SMILES) ... C=NCCCC.O
Gap between HOMO and LUMO ... 10.7 eV
Energy above the lowest of the compared OMol25 structures with the same formula, charge and spin ... 147.8 kJ/mol

Structure (ORCA input):
```
! wB97M-V def2-TZVPD RIJCOSX def2/J DEFGRID3
* xyz 0 1
C 1.02 -1.42 1.49
N 0.68 -0.74 0.50
C 0.72 -1.33 -0.81
C -0.66 -1.22 -1.52
C -1.24 0.19 -1.49
C -0.26 1.25 -1.94
H 1.15 -0.89 2.43
H 1.23 -2.49 1.45
H 1.49 -0.82 -1.39
H 0.99 -2.41 -0.77
H -1.25 -1.99 -1.01
H -0.53 -1.55 -2.55
H -1.61 0.34 -0.47
H -2.12 0.18 -2.11
H -0.74 2.04 -2.51
H 0.31 1.73 -1.15
H 0.47 0.82 -2.62
O -0.03 2.65 3.35
H -0.89 2.22 3.52
H 0.45 1.95 2.89
*
```


(8)
DFT (wB97M-V/def2-TZVPD) results for a structure of composition C28H34N5OPtS3Si.

Output
Lowest unoccupied orbital energy (alpha / beta) ... -2.8 / -4.7 eV
Gap between HOMO and LUMO (alpha / beta) ... 5.9 / 6.0 eV

Structure (ORCA input):
```
! wB97M-V def2-TZVPD RIJCOSX def2/J DEFGRID3
* xyz 1 5
Pt -0.23 0.08 0.15
C -5.16 2.19 1.14
S -5.06 0.67 0.19
C -3.35 0.33 0.20
S -2.19 1.44 0.75
N -3.09 -0.89 -0.31
N -1.84 -1.19 -0.41
C -1.52 -2.50 -0.78
C -0.18 -2.84 -0.87
C 0.23 -4.18 -1.10
C 1.56 -4.48 -1.12
C 2.50 -3.46 -0.95
C 2.04 -2.16 -0.75
N 0.75 -1.84 -0.70
H -6.21 2.46 1.13
H -4.57 2.98 0.67
H -4.82 2.02 2.16
H -2.31 -3.22 -0.94
H -0.53 -4.94 -1.24
H 1.89 -5.50 -1.28
H 3.56 -3.65 -0.97
H 2.75 -1.35 -0.64
C 0.33 -1.60 5.86
C 0.52 -0.18 5.34
N 1.66 -0.08 4.42
C 2.97 0.19 5.03
C 3.35 1.66 4.97
C 1.54 -0.27 3.11
S 0.05 -0.80 2.46
N 2.71 -0.16 2.41
C 2.93 0.46 1.33
O 1.98 1.20 0.73
C 4.23 0.35 0.64
C 4.36 0.66 -0.71
C 5.58 0.53 -1.35
C 6.69 0.10 -0.63
C 6.57 -0.20 0.72
C 5.35 -0.09 1.35
H -0.48 -1.62 6.59
H 1.24 -1.96 6.35
H 0.08 -2.28 5.04
H 0.72 0.51 6.16
H -0.37 0.16 4.82
H 3.71 -0.42 4.53
H 2.90 -0.14 6.07
H 3.50 1.98 3.94
H 4.28 1.82 5.52
H 2.58 2.29 5.43
H 3.49 1.00 -1.27
H 5.67 0.76 -2.40
H 7.65 0.00 -1.13
H 7.44 -0.53 1.28
H 5.24 -0.32 2.41
C 0.92 3.48 2.04
Si 1.73 2.88 0.50
C 3.32 3.77 0.17
C 0.52 2.79 -0.91
C 0.40 1.64 -1.73
C -0.63 1.55 -2.67
C -1.55 2.58 -2.81
C -1.41 3.73 -2.04
C -0.39 3.82 -1.09
H 0.57 4.51 1.92
H 1.62 3.46 2.88
H 0.06 2.85 2.28
H 3.15 4.84 0.29
H 3.69 3.60 -0.84
H 4.09 3.47 0.88
H 1.20 0.91 -1.79
H -0.70 0.67 -3.30
H -2.35 2.50 -3.52
H -2.10 4.55 -2.16
H -0.32 4.71 -0.48
*
```


(9)
DFT (wB97M-V/def2-TZVPD) results for an isolated molecule of C19H21BrF3N5O.

Output
Lowest unoccupied orbital energy ... 0.7 eV
Structure (SMILES) ... C=CCN(CC=C)c1nc(C)nc(N(CC)c2ccc(OC(F)(F)F)cc2Br)n1
Gap between HOMO and LUMO ... 9.3 eV
Energy above the lowest of the compared OMol25 structures with the same formula, charge and spin ... 0.0 kJ/mol

Structure (ORCA input):
```
! wB97M-V def2-TZVPD RIJCOSX def2/J DEFGRID3
* xyz 0 1
C -2.07 5.49 -0.52
C -1.88 4.19 -0.13
C -2.97 3.29 0.39
N -2.99 2.01 -0.38
C -3.70 1.88 -1.69
C -4.98 1.18 -1.45
C -6.20 1.63 -1.86
C -2.18 0.96 0.01
N -2.38 -0.25 -0.47
C -1.57 -1.23 -0.12
C -1.83 -2.56 -0.70
N -0.60 -1.03 0.75
C -0.44 0.16 1.22
N 0.67 0.41 2.02
C 0.77 1.65 2.83
C -0.25 1.67 3.97
C 1.79 -0.36 1.87
C 2.54 -0.24 0.68
C 3.74 -0.95 0.52
C 4.20 -1.82 1.49
O 5.38 -2.49 1.44
C 6.44 -2.06 0.56
F 6.68 -0.72 0.60
F 7.61 -2.66 0.93
F 6.21 -2.45 -0.69
C 3.46 -1.98 2.69
C 2.25 -1.26 2.85
Br 1.31 -1.52 4.49
N -1.22 1.16 0.85
H -3.06 5.96 -0.46
H -1.28 6.08 -0.96
H -0.91 3.74 -0.12
H -2.84 3.08 1.48
H -3.96 3.75 0.27
H -3.13 1.33 -2.45
H -3.89 2.89 -2.10
H -5.04 0.19 -0.96
H -6.28 2.57 -2.37
H -7.07 1.00 -1.78
H -2.88 -2.74 -0.88
H -1.46 -3.32 0.01
H -1.33 -2.60 -1.64
H 1.80 1.77 3.22
H 0.55 2.51 2.19
H -1.26 1.57 3.58
H -0.11 0.85 4.69
H -0.19 2.58 4.51
H 2.22 0.48 -0.12
H 4.23 -0.84 -0.46
H 3.86 -2.65 3.48
*
```


(10)
DFT (wB97M-V/def2-TZVPD) results for an isolated molecule of Cl2H2O2P2.

Output
Lowest unoccupied orbital energy ... -1.4 eV
Structure (SMILES) ... O=P(Cl)(Cl)OP
Gap between HOMO and LUMO ... 9.5 eV
Energy above the lowest of the compared OMol25 structures with the same formula, charge and spin ... 117.2 kJ/mol

Structure (ORCA input):
```
! wB97M-V def2-TZVPD RIJCOSX def2/J DEFGRID3
* xyz 0 1
O 3.17 -0.45 -1.93
P 3.13 -0.31 -0.49
Cl 4.10 -1.62 0.57
Cl 4.13 1.90 0.37
O 1.70 -0.31 0.19
P 0.34 0.49 -0.48
H -0.25 0.57 0.78
H -0.31 -0.71 -0.78
*
```


(11)
DFT (wB97M-V/def2-TZVPD) results for a structure of composition C20H14Cl3FIrN8O5.

Output
Lowest unoccupied orbital energy (alpha / beta) ... -5.0 / -5.1 eV
Gap between HOMO and LUMO (alpha / beta) ... 5.6 / 5.5 eV
Energy above the lowest of the compared OMol25 structures with the same formula, charge and spin ... 111.8 kJ/mol

Structure (ORCA input):
```
! wB97M-V def2-TZVPD RIJCOSX def2/J DEFGRID3
* xyz 1 1
Ir 0.03 0.07 0.70
Cl 0.60 -6.94 3.04
C 0.66 -5.24 2.75
C -0.39 -4.62 2.08
C -0.31 -3.26 1.85
Cl -1.61 -2.45 1.05
C 0.79 -2.49 2.24
O 0.89 -1.18 2.04
C 1.81 -3.15 2.94
Cl 3.16 -2.23 3.51
C 1.75 -4.51 3.19
H -1.25 -5.19 1.75
H 2.56 -4.99 3.72
N 0.12 0.24 4.15
C 0.46 1.37 3.55
N 0.85 2.38 4.32
C 1.09 3.54 3.72
N 1.52 4.55 4.46
N 0.91 3.77 2.39
C 0.54 2.74 1.70
N 0.34 1.48 2.17
C 0.25 2.94 0.26
C 0.28 4.20 -0.30
C -0.06 4.35 -1.63
C -0.43 3.22 -2.34
C -0.44 1.99 -1.71
N -0.09 1.83 -0.43
H 0.29 0.20 5.14
H 0.08 -0.60 3.60
H 1.66 4.42 5.44
H 1.69 5.44 4.03
H 0.56 5.04 0.33
H -0.04 5.32 -2.10
H -0.73 3.27 -3.38
H -0.76 1.11 -2.24
F -0.94 1.42 -5.95
C -1.23 0.34 -5.22
C -0.31 -0.26 -4.48
N -0.62 -1.37 -3.71
C 0.34 -1.88 -2.75
C 0.22 -1.16 -1.43
O 1.18 -1.04 -0.62
O -0.86 -0.64 -1.03
C -1.90 -1.91 -3.67
O -2.18 -2.86 -2.98
N -2.81 -1.27 -4.47
C -2.63 -0.12 -5.25
O -3.52 0.40 -5.86
H 0.72 0.08 -4.45
H 1.36 -1.78 -3.12
H 0.13 -2.93 -2.56
H -3.75 -1.64 -4.45
*
```


(12)
DFT (wB97M-V/def2-TZVPD) results for a structure of composition C21H37N6PPtS2.

Output
Lowest unoccupied orbital energy ... -15.8 eV
Gap between HOMO and LUMO ... 3.7 eV
Energy above the lowest of the compared OMol25 structures with the same formula, charge and spin ... 0.0 kJ/mol

Structure (ORCA input):
```
! wB97M-V def2-TZVPD RIJCOSX def2/J DEFGRID3
* xyz 4 1
Pt -0.20 0.09 0.11
N -3.02 -3.10 -0.90
C -1.85 -3.10 -1.45
N -0.88 -2.22 -1.25
C 0.20 -2.52 -1.98
C 0.06 -3.74 -2.81
S -1.39 -4.43 -2.64
C 1.36 -1.75 -1.92
C 2.54 -2.07 -2.65
S 3.78 -1.04 -2.31
C 2.70 -0.16 -1.17
N 1.48 -0.64 -1.11
N 3.16 0.86 -0.49
H -3.26 -2.37 -0.22
H -3.73 -3.81 -1.08
H 0.79 -4.17 -3.48
H 2.70 -2.88 -3.35
H 4.12 1.18 -0.55
H 2.56 1.29 0.21
C -2.71 3.57 -1.42
C -2.19 2.49 -0.46
C -3.07 1.24 -0.55
P -0.40 2.15 -0.67
C 0.57 3.33 0.32
C 0.05 4.77 0.16
C 0.61 2.98 1.81
C 0.20 2.14 -2.39
C -0.64 1.21 -3.27
C 0.36 3.53 -3.03
H -3.71 3.86 -1.08
H -2.81 3.19 -2.44
H -2.11 4.48 -1.44
H -2.23 2.88 0.56
H -3.19 0.91 -1.58
H -4.06 1.48 -0.16
H -2.70 0.41 0.06
H 1.59 3.28 -0.10
H -0.94 4.88 0.61
H 0.00 5.12 -0.88
H 0.72 5.44 0.69
H -0.38 3.00 2.25
H 1.22 3.72 2.33
H 1.04 1.99 2.01
H 1.21 1.71 -2.27
H -1.62 1.63 -3.47
H -0.78 0.22 -2.83
H -0.15 1.08 -4.24
H -0.58 4.07 -3.08
H 0.71 3.39 -4.05
H 1.10 4.14 -2.51
N -0.61 -0.21 2.06
C -0.61 -0.11 3.24
N -0.64 0.01 4.50
C -1.94 0.23 5.23
C -2.05 -0.73 6.41
C -0.80 -0.69 7.29
C 0.48 -0.93 6.49
C 0.61 0.03 5.32
H -2.75 0.10 4.52
H -1.93 1.27 5.56
H -2.23 -1.74 6.05
H -2.93 -0.43 6.98
H -0.89 -1.46 8.06
H -0.74 0.26 7.82
H 0.50 -1.96 6.12
H 1.35 -0.80 7.12
H 1.45 -0.23 4.67
H 0.74 1.06 5.66
*
```


| no. | strongest force on any atom (eV/A) |
| --- | --- |
| 1 | 4.10 |
| 2 | 1.12 |
| 3 | 3.63 |
| 4 | 4.99 |
| 5 | 5.42 |
| 6 | 2.97 |
| 7 | 1.51 |
| 8 | 0.62 |
| 9 | 3.83 |
| 10 | 3.32 |
| 11 | 2.58 |
| 12 | 2.00 |